Formula: C37H93BF4N7O5
Source: OMol25
Level of theory: ωB97M-V/def2-TZVPD

Last columns: bonded neighbours and bond lengths (Å).
Atoms and positions in Å:
1 C 4.547 -0.285 -0.235  N2 1.549, H8 1.090, H9 1.090, H10 1.090
2 N 5.795 -1.000 0.339  C1 1.549, C3 1.545, C4 1.536, C5 1.543
3 C 6.134 -0.422 1.730  N2 1.545, H11 1.090, H12 1.090, H13 1.090
4 C 5.520 -2.493 0.570  N2 1.536, H14 1.090, H15 1.090, H16 1.090
5 C 7.020 -0.756 -0.568  N2 1.543, C6 1.544, H17 1.090, H18 1.090
6 C 6.835 -1.008 -2.079  C5 1.544, O7 1.436, H19 1.090, H20 1.090
7 O 6.548 -2.401 -2.275  C6 1.436, H21 0.960
8 H 3.727 -0.411 0.472  C1 1.090
9 H 4.170 -0.773 -1.134  C1 1.090
10 H 4.689 0.782 -0.411  C1 1.090
11 H 5.314 -0.438 2.448  C3 1.090
12 H 6.537 0.590 1.689  C3 1.090
13 H 6.966 -1.056 2.036  C3 1.090
14 H 6.422 -2.921 1.009  C4 1.090
15 H 5.214 -2.942 -0.375  C4 1.090
16 H 4.737 -2.579 1.324  C4 1.090
17 H 7.874 -1.322 -0.194  C5 1.090
18 H 7.352 0.254 -0.326  C5 1.090
19 H 7.828 -0.802 -2.478  C6 1.090
20 H 6.174 -0.232 -2.465  C6 1.090
21 H 6.540 -2.506 -3.229  O7 0.960
22 C 0.366 2.773 3.083  N23 1.549, H29 1.090, H30 1.090, H31 1.090
23 N 0.503 4.068 2.245  C22 1.549, C24 1.563, C25 1.579, C26 1.530
24 C 1.319 5.114 3.072  N23 1.563, H32 1.090, H33 1.090, H34 1.090
25 C 1.324 3.671 0.955  N23 1.579, H35 1.090, H36 1.090, H37 1.090
26 C -0.877 4.493 1.740  N23 1.530, C27 1.591, H38 1.090, H39 1.090
27 C -2.104 4.620 2.745  C26 1.591, O28 1.439, H40 1.090, H41 1.090
28 O -1.774 5.612 3.735  C27 1.439, H42 0.960
29 H -0.089 1.978 2.491  C22 1.090
30 H -0.165 3.019 4.002  C22 1.090
31 H 1.399 2.511 3.312  C22 1.090
32 H 2.180 4.590 3.487  C24 1.090
33 H 0.769 5.465 3.944  C24 1.090
34 H 1.445 5.957 2.392  C24 1.090
35 H 0.949 2.839 0.360  C25 1.090
36 H 2.252 3.264 1.356  C25 1.090
37 H 1.560 4.572 0.389  C25 1.090
38 H -1.131 3.778 0.957  C26 1.090
39 H -0.783 5.431 1.194  C26 1.090
40 H -2.407 3.662 3.169  C27 1.090
41 H -2.969 4.947 2.170  C27 1.090
42 H -2.550 5.925 4.204  O28 0.960
43 C 2.181 -2.907 4.175  N44 1.573, H50 1.090, H51 1.090, H52 1.090
44 N 0.797 -2.538 3.525  C43 1.573, C45 1.547, C46 1.528, C47 1.551
45 C -0.241 -3.613 3.921  N44 1.547, H53 1.090, H54 1.090, H55 1.090
46 C 0.256 -1.243 4.128  N44 1.528, H56 1.090, H57 1.090, H58 1.090
47 C 0.871 -2.340 1.988  N44 1.551, C48 1.568, H59 1.090, H60 1.090
48 C 0.792 -3.613 1.076  C47 1.568, O49 1.470, H61 1.090, H62 1.090
49 O 1.990 -4.432 1.307  C48 1.470, H63 0.960
50 H 2.486 -3.892 3.823  C43 1.090
51 H 2.093 -2.737 5.248  C43 1.090
52 H 2.828 -2.149 3.731  C43 1.090
53 H 0.084 -4.581 3.540  C45 1.090
54 H -1.242 -3.347 3.581  C45 1.090
55 H -0.322 -3.503 5.003  C45 1.090
56 H 0.135 -1.361 5.205  C46 1.090
57 H -0.742 -1.069 3.726  C46 1.090
58 H 0.923 -0.393 3.982  C46 1.090
59 H 1.673 -1.647 1.734  C47 1.090
60 H 0.012 -1.763 1.643  C47 1.090
61 H 0.935 -3.179 0.087  C48 1.090
62 H -0.218 -4.023 1.051  C48 1.090
63 H 1.968 -5.167 0.690  O49 0.960
64 C -3.708 -0.126 -6.550  C65 1.529, H72 1.090, H73 1.090, H74 1.090
65 C -4.439 -1.182 -5.720  C64 1.529, N66 1.453, H75 1.090, H76 1.090
66 N -3.718 -1.513 -4.503  C65 1.453, C67 1.410, C70 1.411
67 C -3.491 -0.635 -3.424  N66 1.410, C68 1.404, H77 1.080
68 C -2.647 -1.246 -2.483  C67 1.404, N69 1.404, H78 1.080
69 N -2.523 -2.567 -2.942  C68 1.404, C70 1.386, C71 1.459
70 C -3.206 -2.774 -4.130  N66 1.411, N69 1.386, H79 1.080
71 C -1.881 -3.611 -2.152  N69 1.459, H80 1.090, H81 1.090, H82 1.090
72 H -2.737 -0.557 -6.794  C64 1.090
73 H -3.692 0.791 -5.961  C64 1.090
74 H -4.208 0.194 -7.464  C64 1.090
75 H -4.528 -2.119 -6.269  C65 1.090
76 H -5.380 -0.807 -5.319  C65 1.090
77 H -3.689 0.426 -3.397  C67 1.080
78 H -2.084 -0.960 -1.607  C68 1.080
79 H -3.061 -3.692 -4.681  C70 1.080
80 H -1.759 -4.552 -2.688  C71 1.090
81 H -2.334 -3.895 -1.202  C71 1.090
82 H -0.849 -3.310 -1.968  C71 1.090
83 C 1.884 -1.729 -3.388  C84 1.594, H93 1.090, H94 1.090, H95 1.090
84 C 2.046 -0.182 -3.736  C83 1.594, N85 1.568, H96 1.090, H97 1.090
85 N 1.236 0.364 -4.963  C84 1.568, C86 1.553, C87 1.557, C89 1.609
86 C -0.283 0.075 -4.824  N85 1.553, H98 1.090, H99 1.090, H100 1.090
87 C 1.437 1.884 -5.231  N85 1.557, C88 1.540, H101 1.090, H102 1.090
88 C 0.813 2.792 -4.155  C87 1.540, H103 1.090, H104 1.090, H105 1.090
89 C 1.690 -0.470 -6.262  N85 1.609, C90 1.539, H106 1.090, H107 1.090
90 C 3.124 -0.510 -6.818  C89 1.539, O91 1.415, H108 1.090, H109 1.090
91 O 3.602 0.804 -7.036  C90 1.415, C92 1.443
92 C 4.987 0.812 -7.443  O91 1.443, H110 1.090, H111 1.090, H112 1.090
93 H 0.942 -2.191 -3.091  C83 1.090
94 H 2.586 -1.913 -2.575  C83 1.090
95 H 2.152 -2.398 -4.205  C83 1.090
96 H 3.075 0.058 -4.004  C84 1.090
97 H 1.908 0.486 -2.885  C84 1.090
98 H -0.596 0.384 -3.826  C86 1.090
99 H -0.346 -1.005 -4.959  C86 1.090
100 H -0.813 0.672 -5.566  C86 1.090
101 H 1.025 1.999 -6.233  C87 1.090
102 H 2.516 2.032 -5.182  C87 1.090
103 H 1.110 2.669 -3.114  C88 1.090
104 H -0.254 2.660 -3.977  C88 1.090
105 H 0.867 3.857 -4.380  C88 1.090
106 H 1.023 -0.030 -7.004  C89 1.090
107 H 1.393 -1.510 -6.122  C89 1.090
108 H 3.158 -1.073 -7.751  C90 1.090
109 H 3.818 -1.216 -6.362  C90 1.090
110 H 5.372 1.811 -7.646  C92 1.090
111 H 5.298 0.070 -8.177  C92 1.090
112 H 5.542 0.441 -6.582  C92 1.090
113 C -4.318 -1.942 5.301  C114 1.578, H123 1.090, H124 1.090, H125 1.090
114 C -5.346 -1.022 4.536  C113 1.578, N115 1.569, H126 1.090, H127 1.090
115 N -5.251 0.526 4.772  C114 1.569, C116 1.506, C117 1.599, C119 1.549
116 C -6.317 1.094 3.871  N115 1.506, H128 1.090, H129 1.090, H130 1.090
117 C -5.652 0.792 6.297  N115 1.599, C118 1.543, H131 1.090, H132 1.090
118 C -5.853 2.239 6.793  C117 1.543, H133 1.090, H134 1.090, H135 1.090
119 C -3.769 0.874 4.485  N115 1.549, C120 1.598, H136 1.090, H137 1.090
120 C -3.262 0.568 3.000  C119 1.598, O121 1.375, H138 1.090, H139 1.090
121 O -3.998 1.415 2.207  C120 1.375, C122 1.390
122 C -3.607 1.429 0.873  O121 1.390, H140 1.090, H141 1.090, H142 1.090
123 H -4.490 -1.912 6.377  C113 1.090
124 H -3.233 -1.962 5.197  C113 1.090
125 H -4.607 -2.988 5.197  C113 1.090
126 H -6.370 -1.226 4.848  C114 1.090
127 H -5.393 -1.299 3.483  C114 1.090
128 H -6.183 0.786 2.834  C116 1.090
129 H -6.211 2.173 3.987  C116 1.090
130 H -7.253 0.871 4.383  C116 1.090
131 H -4.914 0.216 6.857  C117 1.090
132 H -6.575 0.236 6.463  C117 1.090
133 H -6.612 2.793 6.241  C118 1.090
134 H -4.902 2.766 6.710  C118 1.090
135 H -6.075 2.220 7.860  C118 1.090
136 H -3.124 0.355 5.195  C119 1.090
137 H -3.743 1.920 4.790  C119 1.090
138 H -3.439 -0.467 2.708  C120 1.090
139 H -2.219 0.861 2.884  C120 1.090
140 H -3.442 0.413 0.513  C122 1.090
141 H -2.649 1.948 0.846  C122 1.090
142 H -4.297 1.983 0.237  C122 1.090
143 B 0.075 0.186 -0.618  F144 1.360, F145 1.388, F146 1.400, F147 1.357
144 F -0.455 0.936 -1.621  B143 1.360
145 F 0.088 -1.152 -0.988  B143 1.388
146 F 1.364 0.562 -0.224  B143 1.400
147 F -0.767 0.226 0.444  B143 1.357

Calculated values
HOMO level, eV: -18.9
Charge: +5
Frontier orbital gap, eV: 9.07